A 13-piece molecular cluster, C50H92O21 overall in a non-equilibrium geometry, computed with wB97M-V/def2-TZVPD.

Frontier orbital gap (eV): 9.78
Energy (eV): -96333.865
Largest force on an atom (eV/A): 3.98

CARTESIAN COORDINATES (ANGSTROEM)
C: -0.534 0.550 4.255
O: -1.542 0.375 5.291
C: -1.671 1.280 6.341
O: -0.872 2.227 6.527
O: -2.726 0.917 7.155
C: -3.081 1.664 8.313
H: -0.839 1.340 3.568
H: -0.440 -0.320 3.605
H: 0.438 0.859 4.641
H: -3.334 1.053 9.180
H: -4.013 2.190 8.111
H: -2.372 2.440 8.600
C: -8.151 0.186 0.731
O: -6.801 -0.045 1.018
C: -5.942 1.006 1.376
O: -6.267 2.180 1.625
O: -4.708 0.509 1.432
C: -3.567 1.291 1.846
H: -8.477 -0.557 0.003
H: -8.234 1.156 0.240
H: -8.793 0.116 1.610
H: -2.675 0.736 1.555
H: -3.490 1.391 2.928
H: -3.515 2.286 1.405
C: 0.925 5.953 1.633
C: 1.376 5.329 2.950
C: 0.445 4.165 3.165
O: -0.581 4.433 2.231
C: -0.554 5.768 1.785
H: 1.314 5.330 0.828
H: 1.247 6.980 1.463
H: 1.200 6.109 3.691
H: 2.447 5.130 2.920
H: 0.021 4.063 4.164
H: 0.962 3.267 2.827
H: -1.046 6.496 2.431
H: -1.075 5.794 0.828
C: 1.311 -3.304 -5.724
C: 0.521 -3.907 -4.559
C: -0.246 -2.741 -4.027
O: -0.640 -2.049 -5.219
C: 0.195 -2.414 -6.332
H: 1.661 -4.092 -6.391
H: 2.138 -2.786 -5.238
H: 1.094 -4.433 -3.796
H: -0.111 -4.694 -4.970
H: 0.312 -2.078 -3.366
H: -1.165 -3.036 -3.520
H: 0.661 -1.577 -6.851
H: -0.490 -2.928 -7.006
C: 3.787 0.999 -4.610
C: 4.759 1.291 -3.584
C: 3.889 1.367 -2.355
O: 2.724 0.604 -2.750
C: 2.903 -0.035 -3.990
H: 4.297 0.653 -5.509
H: 3.225 1.880 -4.920
H: 5.282 2.227 -3.778
H: 5.513 0.504 -3.567
H: 3.596 2.348 -1.982
H: 4.305 0.743 -1.564
H: 1.931 -0.099 -4.479
H: 3.428 -0.989 -3.946
C: 3.016 -1.813 3.447
C: 3.539 -0.838 4.504
C: 3.448 -1.652 5.840
O: 3.684 -3.010 5.475
C: 3.571 -3.176 4.056
H: 3.205 -1.706 2.379
H: 1.930 -1.765 3.533
H: 2.866 0.010 4.630
H: 4.573 -0.518 4.381
H: 2.469 -1.587 6.314
H: 4.109 -1.286 6.625
H: 2.773 -3.890 3.849
H: 4.520 -3.473 3.610
C: 2.981 -3.833 -1.233
C: 3.862 -3.395 -2.350
C: 4.810 -2.333 -1.650
O: 4.639 -2.510 -0.315
C: 3.807 -3.656 0.012
H: 2.628 -4.845 -1.433
H: 2.090 -3.205 -1.254
H: 3.425 -3.000 -3.267
H: 4.497 -4.188 -2.742
H: 4.446 -1.384 -2.045
H: 5.871 -2.464 -1.859
H: 3.154 -3.520 0.874
H: 4.485 -4.508 0.046
C: -3.169 -0.035 -5.072
C: -2.537 0.192 -3.677
C: -1.849 1.504 -3.853
O: -1.375 1.490 -5.212
C: -2.228 0.710 -6.056
H: -4.131 0.477 -5.081
H: -3.367 -1.081 -5.303
H: -1.693 -0.495 -3.619
H: -3.230 0.153 -2.836
H: -1.045 1.694 -3.142
H: -2.513 2.351 -3.684
H: -1.635 -0.029 -6.594
H: -2.819 1.280 -6.773
C: -6.026 -1.870 -1.481
C: -5.673 -3.054 -2.263
C: -4.121 -3.164 -2.224
O: -3.882 -2.686 -0.891
C: -4.964 -1.846 -0.503
H: -7.018 -2.018 -1.053
H: -5.857 -0.978 -2.084
H: -6.019 -3.029 -3.296
H: -6.016 -3.992 -1.828
H: -3.765 -2.430 -2.947
H: -3.742 -4.153 -2.482
H: -4.538 -0.842 -0.490
H: -5.356 -2.013 0.500
O: -1.876 2.862 -0.664
C: -0.960 3.626 -0.995
O: -1.121 4.774 -1.614
C: 0.150 5.400 -1.913
C: 1.183 4.317 -1.812
C: 0.546 3.316 -0.890
H: 0.367 6.171 -1.173
H: 0.250 5.740 -2.944
H: 2.069 4.761 -1.359
H: 1.569 4.035 -2.792
H: 0.677 3.443 0.184
H: 0.853 2.359 -1.313
O: -0.154 -4.041 1.522
C: -1.364 -3.820 1.679
O: -1.903 -2.922 2.568
C: -3.281 -3.069 2.703
C: -3.686 -4.395 2.065
C: -2.494 -4.664 1.086
H: -3.784 -2.282 2.142
H: -3.596 -3.001 3.744
H: -4.657 -4.259 1.588
H: -3.802 -5.166 2.827
H: -2.710 -4.306 0.079
H: -2.074 -5.659 1.233
O: 7.466 3.882 1.579
C: 6.422 3.296 1.897
O: 6.212 2.011 1.481
C: 4.963 1.481 1.873
C: 4.131 2.694 2.256
C: 5.176 3.785 2.639
H: 4.937 0.773 2.701
H: 4.407 1.059 1.036
H: 3.422 2.509 3.063
H: 3.528 3.011 1.405
H: 5.478 3.698 3.683
H: 4.989 4.828 2.386
O: 1.600 0.727 1.677
C: 0.863 -0.018 1.039
O: -0.394 0.369 0.675
C: -1.041 -0.578 -0.171
C: 0.177 -1.316 -0.762
C: 1.232 -1.298 0.297
H: -1.611 -0.085 -0.958
H: -1.713 -1.197 0.424
H: 0.556 -0.762 -1.621
H: -0.059 -2.300 -1.168
H: 2.246 -1.372 -0.096
H: 1.017 -2.110 0.993

Atomic forces in eV per Å
C -0.1 1.3 0.0
O -0.8 0.5 1.5
C 2.4 1.4 0.0
O -2.8 -2.8 -0.4
O 1.5 -0.4 -1.6
C -0.5 1.3 0.2
H -0.2 0.2 0.2
H -0.3 -0.5 0.8
H -0.1 -0.3 0.3
H 0.6 -0.6 -0.4
H 0.0 0.1 -0.4
H 0.4 -0.3 -0.2
C -0.5 0.9 -0.6
O 2.5 0.7 0.7
C -1.2 2.1 0.7
O 0.5 -3.4 -0.9
O -0.5 -0.3 0.0
C 0.4 0.4 0.2
H 0.2 -0.2 0.1
H -0.3 0.1 0.2
H 0.2 0.2 0.1
H -0.3 -0.1 -0.3
H -0.6 -0.1 0.1
H -0.3 -0.2 -0.2
C 0.5 0.3 0.1
C 1.0 1.7 0.5
C 0.5 0.2 -0.8
O -2.0 -0.9 -0.1
C 0.1 -0.4 -1.2
H -0.2 0.1 -0.3
H 0.1 0.0 0.2
H 0.2 -0.1 0.4
H -0.1 -0.3 0.3
H 0.3 0.0 0.1
H -0.3 -0.5 0.3
H 0.1 0.0 0.5
H -0.2 0.0 0.0
C -1.0 -0.7 0.6
C 0.6 -1.3 0.2
C -0.8 0.0 -0.8
O 0.2 0.8 -0.1
C 0.7 -0.4 0.8
H 0.2 0.3 -0.1
H 0.1 0.5 -0.7
H 0.4 0.3 0.0
H -0.5 0.2 0.1
H 0.3 0.0 -0.1
H 0.0 0.0 0.2
H -0.4 0.4 0.2
H 0.5 -0.3 -0.3
C -0.4 -0.5 -3.7
C 1.8 1.5 1.0
C -0.1 -2.1 0.4
O -1.4 -0.2 1.7
C 0.1 1.4 -0.3
H -0.1 -0.1 -0.3
H -0.3 0.0 0.2
H 0.1 0.0 0.1
H 0.0 -0.1 0.5
H 0.0 0.0 -0.2
H 0.4 0.6 0.5
H 0.0 -0.3 0.1
H -0.2 -0.3 0.2
C 0.5 -1.0 1.5
C -0.3 0.1 1.0
C -0.4 0.2 -1.0
O 0.4 0.1 -0.3
C -1.6 1.1 -0.5
H 0.6 0.4 0.2
H -0.2 -0.4 0.1
H 0.3 0.4 -0.3
H -0.1 0.0 -0.2
H -0.5 0.1 -0.3
H 0.6 -0.3 -0.3
H 0.4 -0.6 0.1
H 0.0 0.0 0.1
C -1.5 -0.3 -0.9
C 2.5 0.4 -0.8
C -0.9 -1.0 -2.4
O -1.0 0.3 3.2
C 0.5 0.1 -1.7
H 0.0 -0.2 0.4
H -0.1 0.0 0.4
H -0.5 0.2 0.3
H 0.0 -0.4 0.3
H 0.3 0.6 0.6
H 0.0 0.0 -0.5
H 0.6 0.2 0.3
H -0.1 -0.2 0.8
C -0.6 0.6 0.4
C 0.6 -0.6 -1.0
C -0.4 1.0 -0.4
O 0.3 0.4 0.0
C -0.3 -1.2 1.3
H -0.2 0.0 0.0
H 0.3 0.0 -0.1
H -0.3 -0.6 0.6
H 0.1 -0.1 0.0
H 0.5 -0.3 -0.3
H -0.4 0.2 -0.2
H 0.3 0.2 -0.1
H 0.2 0.4 0.1
C -1.0 0.2 -1.2
C 1.0 -2.7 -2.2
C -2.0 1.7 0.1
O 0.6 -1.3 0.0
C 1.9 1.7 2.2
H 0.0 0.7 -0.1
H -1.0 0.1 -0.2
H -0.2 -0.1 0.0
H -0.4 0.1 0.2
H 0.6 0.0 -0.1
H 0.2 0.0 0.6
H 0.0 0.1 0.4
H 0.6 -0.6 0.2
O 1.8 2.2 -0.7
C -0.8 -3.9 0.1
O -0.4 1.5 -0.6
C 0.4 -0.1 -0.3
C 1.4 1.2 1.1
C -0.7 -0.5 -0.7
H -0.5 0.2 -0.2
H -1.1 0.6 0.2
H 0.2 0.0 0.2
H -0.6 -0.9 0.0
H 0.8 -0.3 0.0
H -0.6 -0.6 0.9
O -3.0 1.4 0.5
C 1.4 -1.0 0.3
O 2.5 -0.2 -0.4
C -1.8 0.1 -0.4
C 0.5 0.0 -0.4
C -0.1 0.4 1.5
H 0.1 0.4 0.1
H 0.4 0.1 0.0
H 0.2 -0.2 -0.2
H 0.2 -0.1 -0.1
H 0.1 -0.5 0.0
H -0.4 -0.2 -0.9
O -2.9 -1.4 1.2
C 1.9 0.9 -1.6
O 0.9 -0.2 0.1
C -1.8 0.8 0.1
C -0.2 1.5 0.6
C 0.7 -1.1 -0.4
H 0.9 -0.1 -0.1
H 0.7 -0.5 -0.2
H 0.1 -0.1 0.0
H 0.1 0.2 -0.1
H -0.3 0.2 0.3
H -0.2 -0.2 0.1
O -1.4 -1.3 -0.4
C 1.5 1.7 -0.9
O 0.3 0.5 1.2
C 1.1 -0.7 -0.6
C -0.8 -0.4 -1.3
C -0.8 0.0 1.0
H 0.0 0.3 0.3
H 0.1 -0.1 0.0
H -0.1 0.4 -0.1
H -0.1 -0.2 0.4
H 0.0 0.4 0.4
H 0.3 -0.3 0.2

These are the Löwdin partial charges, in e, on atoms 1 to 5: C -0.028; O -0.032; C -0.457; O 0.069; O -0.020

***

C27H63FIN4O12P2 as an isolated structure in a non-equilibrium geometry, computed with wB97M-V/def2-TZVPD.

Total charge: -1
Frontier orbital gap (eV): 6.09
Energy (eV): -88938.639
Largest force on an atom (eV/A): 7.85

CARTESIAN COORDINATES (ANGSTROEM)
C: -0.293 4.367 -0.041
C: -0.471 2.771 -0.506
N: 0.681 2.024 -0.521
C: -1.986 2.244 -0.850
C: -2.162 0.615 -0.892
C: -3.648 -0.066 -0.780
C: -4.617 0.559 0.385
C: -4.900 -0.435 1.660
C: -3.961 -0.002 2.974
O: -4.279 -0.451 4.192
O: -2.775 0.901 2.834
O: -1.436 -0.072 0.226
P: -0.450 -1.451 -0.296
F: -1.621 -2.438 0.596
P: 0.348 -3.408 -0.896
O: -0.585 -4.599 -0.029
I: -0.262 -3.657 -3.268
O: -1.265 -1.543 -1.867
C: -1.562 -0.149 -2.252
O: -0.386 0.431 -2.919
H: -1.338 4.873 0.173
H: 0.391 4.976 -0.773
H: 0.252 4.309 1.019
H: 1.506 2.642 -0.254
H: -2.716 2.801 -0.110
H: -2.254 2.668 -1.932
H: -4.203 0.024 -1.825
H: -3.553 -1.221 -0.568
H: -4.278 1.593 0.816
H: -5.679 0.743 -0.130
H: -6.026 -0.243 2.000
H: -4.783 -1.576 1.379
H: -2.360 0.980 3.759
H: 0.668 -0.647 -0.769
H: 0.249 -1.380 0.986
H: -0.101 -4.874 0.804
H: -2.407 -0.172 -3.091
H: -0.621 1.269 -3.417
C: -5.050 8.909 3.199
O: -4.166 9.992 2.950
C: -3.045 10.027 3.843
C: -1.746 9.679 3.099
N: -1.706 8.262 2.727
C: -0.633 7.927 1.783
C: -0.672 8.597 0.394
O: -1.760 8.169 -0.427
C: -2.982 8.853 -0.189
H: -5.951 9.060 2.600
H: -4.597 7.962 2.900
H: -5.338 8.869 4.255
H: -3.193 9.384 4.720
H: -2.968 11.058 4.205
H: -0.888 9.906 3.742
H: -1.691 10.322 2.216
H: -2.593 8.005 2.300
H: -0.676 6.842 1.635
H: 0.332 8.141 2.257
H: 0.237 8.287 -0.136
H: -0.626 9.689 0.446
H: -2.829 9.895 0.107
H: -3.568 8.322 0.560
H: -3.562 8.842 -1.116
C: 7.200 -3.810 -6.841
O: 6.524 -2.712 -7.437
C: 5.674 -3.093 -8.527
C: 4.194 -2.925 -8.146
N: 3.779 -3.930 -7.162
C: 2.470 -3.658 -6.557
C: 2.320 -2.360 -5.736
O: 3.075 -2.350 -4.523
C: 4.433 -1.960 -4.677
H: 7.948 -3.415 -6.149
H: 6.506 -4.431 -6.273
H: 7.712 -4.416 -7.596
H: 5.888 -4.108 -8.884
H: 5.897 -2.405 -9.349
H: 3.576 -3.026 -9.045
H: 4.068 -1.912 -7.755
H: 4.470 -3.971 -6.417
H: 2.254 -4.503 -5.892
H: 1.707 -3.675 -7.344
H: 1.269 -2.295 -5.429
H: 2.513 -1.459 -6.326
H: 4.570 -1.225 -5.475
H: 5.055 -2.838 -4.851
H: 4.765 -1.513 -3.737
C: 0.542 -4.556 2.823
O: 0.510 -5.975 2.778
C: 1.812 -6.573 2.790
C: 2.066 -7.296 4.122
N: 2.235 -6.343 5.223
C: 2.206 -6.964 6.553
C: 0.905 -7.678 6.977
O: -0.203 -6.798 7.175
C: -0.908 -6.463 5.988
H: -0.469 -4.185 2.633
H: 0.853 -4.206 3.809
H: 1.209 -4.151 2.055
H: 2.604 -5.847 2.566
H: 1.818 -7.319 1.988
H: 2.971 -7.908 4.035
H: 1.218 -7.962 4.302
H: 1.491 -5.651 5.181
H: 2.400 -6.162 7.275
H: 3.043 -7.666 6.632
H: 1.096 -8.136 7.955
H: 0.637 -8.504 6.311
H: -0.914 -7.278 5.259
H: -0.492 -5.557 5.550
H: -1.944 -6.241 6.262

Atomic forces in eV per Å
C -0.4 -0.9 1.1
C 3.6 -0.8 0.4
N -4.2 3.3 0.1
C 0.5 0.1 -0.6
C 1.0 -2.9 0.7
C -0.9 0.6 -0.2
C -1.0 -0.2 -0.3
C 0.2 1.4 0.1
C -0.2 -1.6 5.2
O 2.0 2.7 -7.1
O -3.0 -2.3 1.4
O -0.2 1.2 -2.4
P -0.8 0.9 1.6
F -0.4 0.9 -0.6
P 1.3 -2.0 1.5
O 1.3 0.3 -0.2
I 0.1 -1.1 -0.2
O -1.2 5.4 0.7
C -1.1 -0.6 -1.2
O -1.2 0.5 0.3
H 2.2 -0.8 -0.8
H -1.6 -1.2 1.3
H -1.1 0.2 -2.3
H -1.4 -0.6 -0.3
H 1.5 -1.4 -1.3
H 0.6 -0.8 2.2
H 1.0 0.0 2.1
H 0.3 2.4 -0.5
H -0.5 -2.0 -1.0
H 2.2 -0.3 1.2
H 2.6 -0.5 -0.4
H 0.1 2.4 0.8
H -1.2 -0.5 -1.8
H -0.7 -0.6 -0.6
H -0.3 -0.5 -0.2
H -0.7 0.5 -1.9
H 1.5 -0.1 1.8
H 0.0 -1.6 1.1
C 0.0 0.3 -0.2
O 0.1 -0.3 0.4
C 0.4 0.3 -0.5
C -0.6 -0.4 0.2
N 0.0 0.3 -0.1
C -0.4 -0.1 -0.1
C 0.2 -0.6 0.0
O 0.2 0.5 0.3
C 0.0 -0.3 -0.3
H 0.2 0.1 0.0
H 0.0 -0.2 0.1
H 0.0 -0.1 0.0
H 0.0 -0.1 -0.2
H 0.0 0.0 0.0
H 0.0 0.0 0.0
H 0.0 0.3 0.0
H 0.2 0.1 0.1
H 0.1 0.2 -0.1
H 0.0 0.1 0.0
H -0.1 0.0 0.0
H -0.2 0.0 0.1
H 0.0 -0.1 0.1
H -0.2 0.2 0.2
H 0.1 0.0 0.0
C 0.0 0.4 0.0
O 0.1 -0.5 -0.2
C -0.5 0.5 0.1
C 0.5 -0.5 0.3
N 0.1 0.2 -0.2
C 0.2 0.0 0.4
C -0.3 -0.4 0.3
O 0.1 0.3 -0.7
C -0.4 -0.1 0.4
H -0.1 0.1 -0.1
H 0.0 -0.2 0.0
H -0.1 0.0 0.0
H 0.0 0.0 0.2
H 0.0 0.0 0.0
H 0.0 0.0 0.1
H 0.0 0.2 -0.2
H -0.2 0.1 -0.2
H -0.1 0.2 0.0
H 0.1 0.1 0.0
H 0.2 0.0 0.0
H 0.2 0.0 0.0
H 0.0 -0.1 -0.1
H 0.3 0.0 -0.2
H -0.1 0.0 0.0
C -0.3 0.1 0.2
O 0.6 0.0 0.0
C -0.3 -0.5 0.2
C -0.1 0.7 -0.2
N -0.1 -0.3 0.1
C -0.3 0.3 -0.2
C 0.2 0.3 0.5
O 0.3 -0.5 -0.2
C -0.2 0.2 0.3
H 0.1 -0.1 0.0
H 0.2 0.2 0.0
H 0.1 0.1 0.1
H -0.2 0.0 0.2
H 0.0 0.0 0.0
H 0.0 0.1 0.0
H -0.1 -0.2 -0.2
H 0.2 -0.2 -0.1
H -0.1 -0.2 0.0
H -0.1 -0.1 -0.1
H 0.0 0.1 -0.1
H -0.1 0.1 -0.2
H 0.1 0.1 0.0
H 0.0 0.0 -0.3
H 0.1 -0.1 0.1

These are the Löwdin partial charges, in e, on atoms 1 to 5: C -0.102; C -0.287; N 0.097; C -0.051; C -0.340